{
  "formula": "C36H60O30",
  "method": "ωB97M-V/def2-TZVPD",
  "symbols": ["C", "C", "C", "O", "C", "O", "O", "H", "H", "H", "H", "H", "H", "C", "C", "C", "O", "C", "O", "O", "H", "H", "H", "H", "H", "H", "C", "C", "C", "O", "C", "O", "O", "H", "H", "H", "H", "H", "H", "C", "C", "C", "O", "C", "O", "O", "H", "H", "H", "H", "H", "H", "C", "C", "C", "O", "C", "O", "O", "H", "H", "H", "H", "H", "H", "C", "C", "C", "O", "C", "O", "O", "H", "H", "H", "H", "H", "H", "C", "O", "C", "O", "O", "C", "H", "H", "H", "H", "H", "H", "C", "O", "C", "O", "O", "C", "H", "H", "H", "H", "H", "H", "C", "O", "C", "O", "O", "C", "H", "H", "H", "H", "H", "H", "C", "O", "C", "O", "O", "C", "H", "H", "H", "H", "H", "H"],
  "positions_angstrom": [[0.757000, 20.003000, -10.277000], [0.215000, 21.207000, -11.060000], [0.145000, 21.010000, -12.507000], [-1.126000, 20.446000, -12.776000], [-1.903000, 20.741000, -11.777000], [-3.052000, 20.348000, -11.720000], [-1.178000, 21.341000, -10.778000], [0.600000, 19.052000, -10.825000], [0.443000, 19.832000, -9.196000], [1.846000, 20.251000, -10.233000], [0.779000, 22.109000, -10.960000], [0.827000, 20.262000, -12.739000], [0.457000, 21.917000, -13.027000], [7.228000, 20.686000, -10.870000], [5.761000, 20.381000, -11.067000], [4.701000, 21.194000, -10.421000], [3.612000, 21.120000, -11.343000], [4.064000, 20.812000, -12.590000], [3.458000, 20.888000, -13.684000], [5.361000, 20.569000, -12.394000], [7.950000, 20.246000, -11.559000], [7.460000, 20.435000, -9.896000], [7.295000, 21.774000, -10.939000], [5.695000, 19.302000, -10.792000], [5.045000, 22.249000, -10.203000], [4.259000, 20.620000, -9.623000], [4.750000, 21.715000, -17.332000], [5.841000, 22.010000, -16.323000], [6.479000, 20.806000, -15.629000], [7.780000, 20.799000, -16.097000], [8.026000, 21.800000, -16.945000], [9.031000, 22.000000, -17.512000], [6.953000, 22.480000, -17.142000], [4.360000, 22.637000, -17.764000], [3.942000, 21.163000, -16.807000], [5.030000, 21.073000, -18.155000], [5.462000, 22.776000, -15.576000], [6.038000, 19.827000, -15.987000], [6.569000, 20.898000, -14.550000], [0.350000, 14.371000, -17.602000], [-0.215000, 15.466000, -18.519000], [-0.746000, 16.751000, -17.864000], [-0.055000, 17.731000, -18.562000], [0.628000, 17.268000, -19.473000], [1.170000, 18.063000, -20.245000], [0.794000, 16.002000, -19.323000], [1.155000, 14.740000, -16.972000], [0.857000, 13.627000, -18.186000], [-0.281000, 13.836000, -16.892000], [-0.970000, 15.085000, -19.105000], [-0.536000, 16.844000, -16.745000], [-1.825000, 16.766000, -18.058000], [5.841000, 17.179000, -16.568000], [4.337000, 17.326000, -16.734000], [3.500000, 16.122000, -16.877000], [2.600000, 16.209000, -15.800000], [2.846000, 17.292000, -15.078000], [2.212000, 17.581000, -14.102000], [3.769000, 17.958000, -15.567000], [6.129000, 16.810000, -15.596000], [6.452000, 18.040000, -16.704000], [6.288000, 16.478000, -17.304000], [4.114000, 17.921000, -17.696000], [4.144000, 15.270000, -16.743000], [2.926000, 16.193000, -17.812000], [-3.805000, 18.542000, -19.627000], [-2.804000, 19.362000, -18.870000], [-2.923000, 20.825000, -18.623000], [-3.590000, 20.842000, -17.408000], [-3.226000, 19.786000, -16.717000], [-3.429000, 19.547000, -15.512000], [-2.767000, 18.843000, -17.541000], [-3.598000, 17.446000, -19.610000], [-3.788000, 18.856000, -20.674000], [-4.795000, 18.727000, -19.212000], [-1.825000, 19.063000, -19.388000], [-3.483000, 21.273000, -19.444000], [-1.949000, 21.297000, -18.448000], [-2.588000, 12.915000, -14.162000], [-3.056000, 14.025000, -13.448000], [-2.747000, 15.211000, -13.971000], [-2.486000, 15.280000, -15.320000], [-2.621000, 16.259000, -13.102000], [-2.192000, 17.491000, -13.639000], [-2.538000, 11.976000, -13.559000], [-1.575000, 12.972000, -14.505000], [-3.315000, 12.656000, -14.842000], [-2.704000, 17.620000, -14.613000], [-1.078000, 17.529000, -13.693000], [-2.569000, 18.311000, -13.054000], [6.870000, 15.057000, -22.232000], [6.732000, 16.410000, -22.056000], [5.892000, 16.907000, -21.085000], [5.465000, 16.226000, -19.897000], [5.594000, 18.182000, -21.303000], [4.937000, 18.910000, -20.306000], [7.748000, 14.694000, -21.772000], [7.092000, 14.758000, -23.230000], [5.964000, 14.456000, -21.985000], [3.852000, 18.732000, -20.153000], [4.764000, 19.992000, -20.494000], [5.327000, 18.542000, -19.304000], [2.205000, 23.632000, -15.741000], [1.013000, 23.767000, -15.115000], [0.866000, 24.795000, -14.296000], [1.735000, 25.872000, -14.080000], [-0.284000, 24.582000, -13.532000], [-0.637000, 25.548000, -12.532000], [2.001000, 22.762000, -16.332000], [2.948000, 23.380000, -14.973000], [2.392000, 24.414000, -16.413000], [-1.242000, 26.321000, -13.022000], [0.079000, 26.002000, -11.779000], [-1.392000, 25.027000, -11.930000], [1.568000, 21.306000, -19.987000], [0.667000, 21.222000, -18.906000], [1.085000, 20.479000, -17.924000], [2.390000, 19.846000, -17.939000], [0.191000, 20.316000, -16.895000], [0.644000, 19.623000, -15.696000], [1.585000, 20.338000, -20.539000], [2.541000, 21.552000, -19.549000], [1.151000, 22.013000, -20.732000], [1.611000, 19.885000, -15.376000], [0.594000, 18.536000, -15.866000], [0.003000, 19.925000, -14.913000]],
  "forces_ev_per_angstrom": [[1.345, 0.115, 0.783], [-1.200, -1.181, 1.256], [1.138, -0.336, -1.260], [1.124, 0.699, -1.623], [-2.468, -1.290, 1.821], [1.617, 1.363, 0.423], [-1.525, 0.742, 0.294], [0.100, 0.549, 0.234], [-0.077, 0.732, -1.494], [-0.673, -0.879, -0.017], [0.028, 0.711, 1.171], [1.521, -1.264, -0.966], [-0.966, 0.004, -0.519], [-1.009, 2.169, -1.542], [0.760, -2.115, -0.063], [-0.459, 0.320, 1.261], [-1.234, 0.670, -1.335], [-0.948, 1.243, -1.738], [2.163, -0.424, 4.302], [1.130, -0.940, -3.627], [-0.524, -0.244, -0.075], [0.709, -0.656, 2.105], [0.520, 0.106, -0.092], [-0.649, 0.464, -0.398], [-0.777, -1.039, -0.164], [0.407, 0.637, 1.198], [-1.153, -0.464, 1.213], [-0.433, 0.477, -0.661], [-1.144, -1.148, -0.240], [2.259, -0.788, 0.048], [-0.020, -1.084, 0.215], [2.270, 0.097, -0.671], [-2.640, 2.359, 0.528], [-0.042, 0.046, 0.123], [0.229, 0.486, -0.355], [0.575, -0.226, -0.070], [0.855, -0.588, -0.988], [-0.037, 1.201, 0.942], [-0.699, -0.219, 0.053], [0.859, 0.316, 0.263], [0.703, -0.151, 3.296], [-0.860, -1.680, 2.539], [-4.305, 3.570, 4.219], [4.508, 2.896, -4.231], [-0.307, -2.194, -0.039], [1.797, -2.888, -2.130], [-0.059, 0.571, 0.059], [-0.005, -0.524, -0.681], [-0.754, 0.455, -0.445], [-1.552, -1.077, -1.642], [-0.424, -0.182, -1.540], [0.350, 0.569, 0.411], [0.324, -1.458, -0.478], [1.056, 2.646, -2.137], [-0.235, -0.698, -0.480], [-1.125, -1.581, 0.101], [-3.395, -1.606, 2.073], [-0.288, 0.047, 0.608], [4.275, 3.399, -2.026], [-0.242, -0.333, 0.539], [-0.086, 1.151, -0.211], [-0.716, 0.149, 0.212], [0.421, -0.085, 1.911], [-0.258, -0.885, -0.406], [0.402, -0.740, 0.244], [-0.995, 0.212, -0.481], [3.033, -2.761, -1.437], [0.489, 0.097, -1.476], [-1.190, 1.852, 1.345], [-1.437, -2.600, 4.277], [0.725, 1.549, -3.626], [0.749, 0.019, 0.268], [0.052, 0.929, 0.255], [-0.159, -0.051, 0.001], [-0.265, -0.223, -0.155], [-0.895, 0.942, 1.040], [-0.101, 0.488, 0.415], [-0.112, -0.053, -0.536], [0.745, -2.083, 1.394], [0.481, 2.000, 1.663], [2.243, 1.338, -6.558], [-1.315, 0.098, 7.358], [-0.906, -3.703, -0.540], [0.118, 0.768, -1.910], [-0.352, 1.134, 0.677], [0.275, 0.781, -0.713], [-1.107, -0.264, -2.371], [0.916, -0.025, 0.356], [-0.825, -0.134, -0.137], [-0.104, -0.064, 0.725], [-1.114, -2.709, 0.208], [-2.301, 3.143, 1.491], [-1.351, -3.331, 5.757], [2.668, 3.810, -7.480], [0.728, -1.450, -1.344], [-2.095, -0.055, 3.131], [0.730, -0.402, 1.469], [-0.193, 0.836, -1.408], [0.696, 0.647, 0.395], [0.275, -1.205, -0.722], [1.810, -0.550, -0.217], [0.027, 1.306, -1.132], [1.608, -2.041, -0.291], [-3.188, 2.053, 2.504], [2.733, 5.254, 3.216], [-5.330, -6.876, -1.685], [2.989, 0.504, -1.251], [-1.421, 0.662, 0.886], [0.568, -0.725, -0.521], [0.358, 0.432, -0.627], [0.784, 1.415, -0.521], [0.623, 0.217, 0.057], [-0.038, -0.871, -1.645], [0.317, -0.182, -0.073], [0.493, -0.454, -1.894], [-1.088, -0.452, 1.440], [6.016, -4.632, 1.998], [-7.755, 3.723, 0.356], [1.822, 0.982, -2.163], [-0.356, -1.072, -1.201], [0.273, 0.453, 0.783], [-0.102, 0.114, -0.702], [0.355, 0.082, 0.919], [1.469, 0.450, -0.199], [-0.064, 0.532, 0.069], [-1.167, 0.153, 0.459]],
  "lowdin_charge": [0.004, -0.318, -0.128, 0.095, -0.552, 0.138, 0.083, 0.102, 0.110, 0.063, 0.146, 0.101, 0.137, 0.001, -0.348, -0.082, 0.023, -0.453, 0.108, 0.069, 0.102, 0.062, 0.093, 0.170, 0.167, 0.134, -0.034, -0.246, -0.102, 0.069, -0.657, 0.178, 0.107, 0.087, 0.074, 0.073, 0.165, 0.130, 0.121, 0.017, -0.262, -0.062, 0.095, -0.670, 0.106, 0.139, 0.062, 0.079, 0.083, 0.127, 0.158, 0.124, -0.009, -0.279, -0.097, 0.077, -0.698, 0.129, 0.146, 0.090, 0.050, 0.096, 0.145, 0.143, 0.139, -0.017, -0.338, -0.095, 0.107, -0.527, 0.115, 0.061, 0.099, 0.091, 0.095, 0.165, 0.149, 0.133, -0.067, 0.014, -0.390, -0.053, 0.006, -0.047, 0.109, 0.089, 0.069, 0.081, 0.113, 0.068, -0.093, 0.005, -0.328, -0.082, 0.020, -0.067, 0.083, 0.082, 0.119, 0.082, 0.106, 0.096, -0.069, 0.002, -0.368, -0.047, -0.044, -0.065, 0.082, 0.111, 0.097, 0.094, 0.117, 0.087, -0.037, 0.008, -0.374, -0.094, -0.004, 0.015, 0.092, 0.088, 0.109, 0.063, 0.092, 0.070],
  "de_lowest_kcal_mol": 206.23,
  "gap_ev": 10.32,
  "smiles": "C[C@H]1COC(=O)O1.C[C@H]1COC(=O)O1.C[C@H]1COC(=O)O1.C[C@H]1COC(=O)O1.C[C@H]1COC(=O)O1.C[C@H]1COC(=O)O1.COC(=O)OC.COC(=O)OC.COC(=O)OC.COC(=O)OC",
  "e_tot_ha": -3664.70038
}